Density functional theory data (wB97M-V/def2-TZVPD) for a cluster of 2 separate species, C22H43BrN3O9P2 in total.

Output
HOMO-LUMO gap ... 0.2391 hartree
Charge ... +1
2S+1 ... 1

Geometry (Å):
C 6.24414 -0.60719 1.88366
C 4.90272 -1.02667 1.16236
C 3.95400 0.22357 1.10706
C 2.44554 -0.15355 1.03989
N 2.00426 -0.98258 1.98624
N 0.73029 -1.27799 1.96928
C 0.29508 -2.18113 3.08720
C -0.16272 -3.60908 2.59614
C 0.39478 -4.05811 1.19877
C -0.74383 -4.23238 0.11429
O -1.87725 -4.94318 0.67673
C -3.06913 -4.44618 0.18641
C -4.28478 -4.11428 1.09357
O -3.21195 -4.27753 -0.99199
C -0.26337 -0.88313 1.16027
O -1.55135 -1.27978 1.30881
C -2.27742 -0.42494 2.24675
C -3.80461 -0.38883 1.83108
N -4.36368 0.94757 2.11002
C -5.71207 0.89498 2.66983
C -6.83414 0.50518 1.63065
C -7.43756 -0.93375 1.94918
O -6.39560 0.55561 0.26419
C 0.10158 0.02278 0.04588
P -1.18781 0.59274 -1.15544
O -0.67180 1.33228 -2.31608
O -1.90441 -0.78860 -1.72872
O -2.40938 1.39415 -0.40456
C 1.49821 0.38064 0.03064
P 2.13258 1.59042 -1.30382
O 3.44145 0.83708 -2.04150
Br 2.97738 3.40145 -0.21028
H 6.19194 -0.67709 2.99201
H 6.55194 0.42748 1.60205
H 7.05862 -1.29002 1.53288
H 5.20650 -1.32411 0.12662
H 4.42585 -1.87167 1.70256
H 4.07977 0.77423 2.07839
H 4.23646 0.92811 0.30403
H -0.50244 -1.68255 3.68542
H 1.13745 -2.33295 3.80399
H 0.21812 -4.33848 3.35529
H -1.27276 -3.65235 2.68491
H 0.80198 -5.09358 1.34131
H 1.24383 -3.45501 0.80688
H -0.38273 -4.87980 -0.72320
H -1.03378 -3.21687 -0.23334
H -3.99902 -3.62254 2.05549
H -4.90045 -5.02100 1.30931
H -4.96729 -3.39947 0.57154
H -1.87188 0.60495 2.35504
H -2.27051 -0.88755 3.27066
H -4.38000 -1.20654 2.33124
H -3.87851 -0.58934 0.72680
H -4.32863 1.45721 1.23112
H -5.74650 0.14361 3.49734
H -6.02173 1.87077 3.12643
H -7.71599 1.19653 1.70889
H -8.30247 -0.87655 2.65146
H -6.67352 -1.59362 2.42814
H -7.71236 -1.41012 0.97663
H -7.11837 0.91244 -0.27044
H -1.36724 -1.09328 -2.48661
H -3.18304 0.79047 -0.38672
H 4.26810 1.31814 -1.83413
C 2.84610 4.24568 -5.06189
C 3.61280 4.95356 -3.95775
O 4.82784 4.30648 -3.60517
C 5.79176 4.17254 -4.64030
C 6.25049 5.49847 -5.22107
H 2.62354 3.21512 -4.77247
H 1.90739 4.76407 -5.26518
H 3.41381 4.20697 -5.99258
H 2.99718 4.96816 -3.05609
H 3.80199 5.99938 -4.21911
H 5.41318 3.50979 -5.42580
H 6.65073 3.66469 -4.19681
H 5.43001 6.04754 -5.68560
H 7.01554 5.33416 -5.98148
H 6.66718 6.13440 -4.43720

Density functional theory data (wB97M-V/def2-TZVPD) for a cluster of 13 separate species, C48H76Cl2N11O9 in total.

Output
HOMO-LUMO gap ... 0.2063 hartree
Charge ... -1
2S+1 ... 1

Geometry (Å):
C 1.32076 -2.30070 -0.81534
C 0.06527 -1.70343 -0.19929
N 0.30727 -0.74880 1.01282
C -1.07239 -0.15384 1.52135
C 0.86535 -1.58138 2.22407
C 0.71038 -0.88254 3.59516
C 1.40621 0.31013 0.69521
C 1.09129 1.27047 -0.46939
O -0.12757 1.93779 -0.30560
C -0.57998 2.57790 -1.44561
H 1.90417 -1.60416 -1.41750
H 1.06527 -3.17089 -1.41997
H 2.10411 -2.69246 -0.16649
H -0.77259 -2.32982 0.10686
H -0.34588 -1.03281 -0.95382
H -1.60104 0.10022 0.60261
H -0.89075 0.65477 2.22934
H -1.71392 -0.93827 1.92286
H 1.89614 -1.85053 1.99355
H 0.23726 -2.47009 2.28541
H 1.13655 0.12010 3.56076
H 1.18771 -1.36878 4.44594
H -0.34133 -0.81074 3.87242
H 2.32880 -0.25485 0.56211
H 1.47965 0.89475 1.61224
H 1.10925 0.76141 -1.43305
H 1.85886 2.03183 -0.60815
H -0.59686 1.96711 -2.34825
H -0.05097 3.50747 -1.65568
H -1.64822 2.78962 -1.39913
Cl 6.94859 -5.22682 3.38736
O 7.15844 -6.66940 3.67243
O 6.21808 -5.19171 2.14502
O 6.18289 -4.64136 4.44988
O 8.28869 -4.62349 3.29232
Cl 7.59698 -0.27937 -2.68100
O 6.84250 0.60125 -1.83752
O 6.79166 -1.17012 -3.48577
O 8.24748 0.54906 -3.68718
O 8.64816 -1.05700 -2.01994
C -2.42697 6.57115 -6.38029
C -3.77439 6.76891 -5.79596
C -3.98720 8.04104 -4.87276
C -3.02423 8.08761 -3.78631
N -2.23685 8.20095 -2.92171
H -2.34228 5.60044 -6.86882
H -1.68416 6.48743 -5.58701
H -2.09316 7.35946 -7.05499
H -4.04639 5.94127 -5.14088
H -4.48411 6.83518 -6.62059
H -5.01686 8.24849 -4.58144
H -3.64687 8.89104 -5.46420
C 7.40668 2.06709 7.04357
C 6.15201 1.18483 6.66348
C 5.92206 1.15933 5.15865
C 7.18125 0.77852 4.49258
N 8.22263 0.53135 3.99173
H 7.36195 3.15492 6.99148
H 8.25619 1.81636 6.40832
H 7.69648 1.73174 8.03939
H 5.21051 1.50249 7.11156
H 6.31032 0.13305 6.90178
H 5.60896 2.13819 4.79545
H 5.13870 0.44252 4.91242
C -4.82719 -6.91321 7.23680
C -6.14390 -6.54055 6.53164
C -6.10745 -6.57458 4.94832
C -5.00772 -6.01958 4.17876
N -4.13035 -5.55140 3.59556
H -4.98511 -6.80599 8.30996
H -4.03519 -6.19767 7.01581
H -4.49830 -7.90086 6.91355
H -6.36395 -5.55501 6.94197
H -6.93668 -7.17263 6.93176
H -6.91011 -6.10044 4.38350
H -6.22922 -7.59733 4.59156
N -6.66953 4.46643 -1.17958
C -7.56945 5.44778 -1.42325
C -7.39575 6.35097 -0.35028
C -6.25182 6.03360 0.31910
C -5.86730 4.74810 -0.05188
H -6.55995 3.67590 -1.79857
H -8.34451 5.28540 -2.15764
H -7.90645 7.29855 -0.26265
H -5.67580 6.61374 1.02480
H -5.08137 4.09581 0.29917
N -4.68465 -7.24923 -4.62525
C -3.59646 -6.49673 -4.17649
C -2.45910 -6.87516 -4.86278
C -2.87396 -8.01596 -5.56657
C -4.24420 -8.21297 -5.49042
H -5.62853 -7.10892 -4.29437
H -3.85896 -5.71467 -3.47944
H -1.46951 -6.45289 -4.76892
H -2.16429 -8.60582 -6.12767
H -4.87491 -8.98533 -5.90523
N 1.40927 -1.67797 -6.33272
C 0.08120 -1.34863 -6.17565
C -0.05594 0.01579 -6.43771
C 1.19659 0.42811 -6.85080
C 2.10730 -0.55738 -6.71956
H 1.80941 -2.59143 -6.17276
H -0.56360 -2.15414 -5.85656
H -0.90132 0.68585 -6.38508
H 1.49829 1.42875 -7.12302
H 3.18480 -0.54614 -6.79208
N 1.42892 5.53992 4.77292
C 1.00220 4.92485 5.90556
C -0.32115 4.59481 5.79849
C -0.66175 4.82710 4.46792
C 0.38921 5.55957 3.89416
H 2.33106 5.90349 4.50078
H 1.70034 4.77976 6.71672
H -0.93885 4.09870 6.53246
H -1.61001 4.58127 4.01323
H 0.47999 5.70835 2.82833
N 4.20691 -7.76380 -2.02741
C 4.27631 -7.03492 -3.18058
C 3.77994 -7.80120 -4.24777
C 3.15744 -8.89560 -3.64360
C 3.56847 -8.91035 -2.30181
H 4.67483 -7.53077 -1.16320
H 4.75870 -6.06872 -3.19204
H 3.66236 -7.46533 -5.26747
H 2.48566 -9.58112 -4.13876
H 3.33065 -9.59496 -1.50109
N -7.46419 -0.63517 -1.53862
C -6.11387 -0.81095 -1.52768
C -5.52274 -0.38078 -2.66666
C -6.60873 0.05198 -3.44433
C -7.82950 -0.16256 -2.75408
H -8.15963 -0.77408 -0.81946
H -5.66671 -1.15512 -0.60682
H -4.50042 -0.33817 -3.01225
H -6.45665 0.50483 -4.41294
H -8.86298 -0.02197 -3.03429
N 6.54536 7.29863 3.30255
C 6.39356 6.05635 2.90645
C 5.35757 6.02877 1.99057
C 4.96685 7.35522 1.76100
C 5.68005 8.14225 2.61860
H 7.27967 7.71564 3.85662
H 7.02907 5.24479 3.22876
H 5.06612 5.19092 1.37457
H 4.19255 7.57581 1.04114
H 5.59856 9.19654 2.83823

Density functional theory data (wB97M-V/def2-TZVPD) for a structure of composition C3H5NO2.

Output
HOMO-LUMO gap ... 0.3837 hartree
ΔE to the lowest compared entry with this formula, charge and spin ... 3.9527 eV
2S+1 ... 1

Geometry (Å):
C -1.88274 0.28925 -0.32777
C -0.65094 -0.56851 -0.27731
O -0.56986 -1.72415 -0.57697
O 0.43126 0.18909 0.14931
C 1.52893 -0.48093 0.61558
N 2.57872 0.29898 0.80406
H -2.13725 0.62689 0.68174
H -1.69914 1.17937 -0.93641
H -2.70720 -0.28894 -0.74477
H 2.66336 -0.78867 0.15361
H 2.44486 1.26762 0.45893

Density functional theory data (wB97M-V/def2-TZVPD) for an isolated molecule of C3H6ClP.

Output
HOMO-LUMO gap ... 0.3358 hartree
ΔE to the lowest compared entry with this formula, charge and spin ... 0.5716 eV
Structure (SMILES) ... CC(C)=PCl
2S+1 ... 1

Geometry (Å):
C -0.70475 0.08305 1.39838
C 0.11694 0.24821 0.16270
C 0.08482 -0.85880 -1.09222
P 1.04598 1.67755 0.07459
Cl 1.86694 1.71081 -1.79594
H -0.01847 -0.32377 2.26450
H -1.04190 1.03432 1.57965
H -1.44915 -0.60124 1.01071
H -0.11822 -1.77405 -0.46579
H 1.01668 -0.59654 -1.56015
H -0.79888 -0.59955 -1.57644

Please write out number 3 again, unchanged.
Density functional theory data (wB97M-V/def2-TZVPD) for a structure of composition C3H5NO2.

Output
HOMO-LUMO gap ... 0.3837 hartree
ΔE to the lowest compared entry with this formula, charge and spin ... 3.9527 eV
2S+1 ... 1

Geometry (Å):
C -1.88274 0.28925 -0.32777
C -0.65094 -0.56851 -0.27731
O -0.56986 -1.72415 -0.57697
O 0.43126 0.18909 0.14931
C 1.52893 -0.48093 0.61558
N 2.57872 0.29898 0.80406
H -2.13725 0.62689 0.68174
H -1.69914 1.17937 -0.93641
H -2.70720 -0.28894 -0.74477
H 2.66336 -0.78867 0.15361
H 2.44486 1.26762 0.45893

Q: 2S+1 of number 2 (C48H76Cl2N11O9)?
A: 1

Q: Which of these has the highest HOMO-LUMO gap?
A: C3H5NO2